Density functional theory data (ωB97M-V/def2-TZVPD) for a cluster of 2 separate species, CH3Cl3Si in total.

The geometry in ORCA input format:
```
! wB97M-V def2-TZVPD RIJCOSX def2/J DEFGRID3
* xyz 0 3
C 1.59793 0.68476 -0.01480
Si 0.61704 0.20763 -1.59991
Cl 3.03912 -0.36861 0.02339
Cl 0.60622 -0.04151 1.27769
Cl -4.06308 -0.98177 1.07755
H 1.92100 1.62871 0.47344
H -5.26158 -1.62624 1.41799
H 1.54336 0.49703 -2.65536
*
```

**Highest occupied orbital energy (spin up / spin down)**: -7.5 / -10.5 eV
**ΔE to the lowest compared entry with this formula, charge and spin**: 54.06 kcal/mol

natural (NBO) atomic charge list, values in e, 2 entries: number 1, C, carries -0.69; number 2, Si, carries 0.70